{
  "formula": "CH6NS2",
  "method": "ωB97M-V with the def2-TZVPD basis set",
  "species": ["N", "C", "S", "S", "H", "H", "H", "H", "H", "H"],
  "positions_angstrom": [[0.663, 0.774, -1.006], [-0.108, 0.829, 0.207], [-1.198, -0.952, 0.013], [-0.264, -2.361, 1.070], [1.394, 1.628, -1.325], [-0.104, 0.642, -1.725], [1.118, -0.134, -1.003], [-1.037, 1.453, 0.216], [0.435, 0.650, 1.179], [-0.899, -2.528, 2.374]],
  "atomic_forces_ev_per_a": [[0.8, 2.1, -2.7], [-2.8, -2.6, 2.7], [0.5, 1.8, 0.5], [0.0, -0.9, 1.6], [-2.4, -2.7, 1.2], [1.4, 0.5, 0.2], [0.7, -0.1, -0.2], [1.6, 0.2, -0.1], [-0.4, 0.8, -1.3], [0.5, 0.8, -2.0]],
  "lowdin_charge": [0.034, -0.351, 0.362, 0.269, 0.277, 0.159, 0.129, 0.094, 0.107, -0.079],
  "charge": 1,
  "orbital_gap_ev": 9.56,
  "e_tot_ha": -892.50584,
  "smiles": "[NH3+]CSS",
  "e_above_lowest_kcal_mol": 25.3
}

{
  "formula": "CH6O",
  "method": "ωB97M-V with the def2-TZVPD basis set",
  "species": ["C", "H", "H", "H", "H", "O", "H", "H"],
  "positions_angstrom": [[-2.226, -0.960, 0.650], [-1.430, -1.096, -0.097], [-2.388, -1.904, 1.191], [-1.931, -0.175, 1.361], [-3.157, -0.664, 0.143], [3.899, 1.727, -0.752], [2.978, 1.929, -1.036], [4.254, 1.142, -1.460]],
  "atomic_forces_ev_per_a": [[0.0, 0.0, 0.0], [-0.3, 0.0, 0.3], [0.1, 0.4, -0.2], [-0.1, -0.3, -0.3], [0.3, -0.1, 0.2], [-0.6, -0.4, -1.0], [1.0, -0.2, 0.3], [-0.4, 0.6, 0.7]],
  "lowdin_charge": [-0.062, 0.015, 0.016, 0.016, 0.015, -0.091, 0.046, 0.046],
  "orbital_gap_ev": 12.45,
  "e_tot_ha": -116.92347,
  "smiles": "C.O",
  "e_above_lowest_kcal_mol": 0.6
}

{
  "formula": "CH6O",
  "method": "ωB97M-V with the def2-TZVPD basis set",
  "species": ["C", "H", "H", "H", "H", "O", "H", "H"],
  "positions_angstrom": [[-0.582, 0.254, -1.877], [-0.286, 0.990, -1.134], [-1.313, 0.644, -2.575], [-1.011, -0.669, -1.483], [0.363, -0.066, -2.321], [0.635, -0.300, 1.958], [0.193, 0.553, 1.880], [0.539, -0.669, 1.076]],
  "atomic_forces_ev_per_a": [[0.5, -0.7, 0.0], [-0.5, -0.1, 0.3], [0.3, 0.2, -0.2], [0.0, 0.3, 0.5], [-0.2, 0.2, -0.6], [-0.1, 0.2, -0.1], [0.1, 0.0, 0.2], [0.1, -0.2, -0.1]],
  "lowdin_charge": [-0.052, 0.009, 0.015, 0.017, 0.019, -0.058, 0.032, 0.018],
  "orbital_gap_ev": 12.44,
  "e_tot_ha": -116.92235,
  "smiles": "C.O",
  "e_above_lowest_kcal_mol": 1.3
}

{
  "formula": "CH6O2",
  "method": "ωB97M-V with the def2-TZVPD basis set",
  "species": ["C", "O", "H", "H", "H", "H", "O", "H", "H"],
  "positions_angstrom": [[0.820, -0.972, 0.250], [-0.160, -0.250, 0.862], [1.476, -0.194, -0.175], [0.571, -1.696, -0.544], [1.370, -1.500, 1.047], [0.286, 0.511, 1.289], [-1.319, 1.128, -1.203], [-1.575, 0.873, -0.287], [-1.469, 2.100, -1.241]],
  "atomic_forces_ev_per_a": [[3.0, -0.1, -0.3], [-2.3, 1.4, 1.5], [0.4, -0.9, -0.4], [-0.7, 0.6, 0.5], [0.2, -0.3, -0.5], [-0.6, -0.8, -0.4], [-0.6, 1.1, 0.6], [0.5, 0.1, -0.9], [0.1, -1.1, 0.0]],
  "lowdin_charge": [-0.202, -0.145, 0.086, 0.093, 0.079, 0.108, -0.095, 0.030, 0.046],
  "orbital_gap_ev": 11.00,
  "e_tot_ha": -192.13999,
  "smiles": "CO.O",
  "e_above_lowest_kcal_mol": 11.4
}

{
  "formula": "CH6O2",
  "method": "ωB97M-V with the def2-TZVPD basis set",
  "species": ["C", "O", "H", "H", "H", "H", "O", "H", "H"],
  "positions_angstrom": [[1.489, -0.702, 1.228], [0.234, -1.145, 0.751], [1.283, -0.773, 2.341], [2.130, -1.398, 0.941], [1.742, 0.340, 1.011], [-0.498, -0.691, 1.218], [-1.489, 1.671, -1.932], [-2.130, 1.199, -2.400], [-1.424, 1.326, -1.031]],
  "atomic_forces_ev_per_a": [[-4.2, 2.6, 3.9], [-1.5, 0.5, -1.0], [1.4, 0.3, -0.7], [3.3, -2.6, -1.3], [0.1, -0.2, -0.4], [0.9, -0.4, -0.4], [1.8, 1.4, 1.3], [-1.6, -1.3, -0.9], [-0.2, -0.1, -0.5]],
  "lowdin_charge": [-0.147, -0.144, 0.101, 0.027, 0.082, 0.084, -0.034, -0.003, 0.034],
  "orbital_gap_ev": 11.00,
  "e_tot_ha": -192.13191,
  "smiles": "CO.O",
  "e_above_lowest_kcal_mol": 16.5
}

{
  "formula": "CH6O2",
  "method": "ωB97M-V with the def2-TZVPD basis set",
  "species": ["C", "O", "H", "H", "H", "H", "O", "H", "H"],
  "positions_angstrom": [[0.000, 0.000, 0.000], [-1.071, 0.957, -0.197], [0.843, 0.427, 0.569], [0.387, -0.407, -0.949], [-0.437, -0.827, 0.585], [-0.877, 1.426, -1.036], [-0.536, 4.627, -1.448], [0.026, 3.877, -1.748], [0.077, 5.396, -1.408]],
  "atomic_forces_ev_per_a": [[-0.5, 0.0, 0.2], [1.1, -0.1, -0.9], [-0.3, 0.0, -0.2], [-0.2, 0.2, 0.3], [0.3, 0.3, -0.3], [-0.3, -0.3, 0.9], [1.2, 0.0, -0.3], [-0.5, 0.9, 0.3], [-0.6, -0.9, -0.1]],
  "lowdin_charge": [-0.156, -0.141, 0.072, 0.075, 0.078, 0.070, -0.086, 0.038, 0.049],
  "orbital_gap_ev": 11.03,
  "e_tot_ha": -192.14635,
  "smiles": "CO.O",
  "e_above_lowest_kcal_mol": 7.4
}